Record 1
DFT (ωB97M-V with the def2-TZVPD basis set) results for 6 unconnected molecules or ions with the total composition C15H34NO11P at a distorted geometry.

* HOMO: 1.641 eV
* calculated total energy: -1815.258808 hartree
* orbital gap: 2.12 eV
* energy relative to the best compared isomer or geometry (same formula, charge and spin): 128.7 kcal/mol

Geometry as ORCA input:
```
! wB97M-V def2-TZVPD RIJCOSX def2/J DEFGRID3
* xyz -2 1
N -0.52974 -0.34573 0.86074
H -1.49286 -0.04022 0.68397
H -0.24350 0.14525 1.59597
H -0.08733 -0.15989 0.09271
H -0.51585 -1.26224 1.22806
P -1.54787 -2.48730 2.91200
O -1.80346 -1.05884 2.43833
O -1.77914 -3.52299 1.81207
O -2.13182 -2.92233 4.20856
O -0.08741 -2.66617 2.92694
O -0.67626 0.86023 -1.23188
C -1.54842 1.58085 -0.99429
O -1.93072 2.64928 -1.72472
C -1.21013 3.13857 -2.84025
C -1.73410 4.40448 -3.55679
C -2.36007 1.47626 0.26869
H -1.14519 2.31359 -3.63944
H -0.31564 3.34182 -2.47137
H -0.97996 4.92845 -4.18797
H -1.97844 5.44295 -2.90329
H -2.49317 4.10613 -4.28509
H -2.10533 2.14649 1.06294
H -2.19871 0.41207 0.89492
H -3.47293 1.64992 0.12875
O 2.29839 0.84640 0.86400
C 2.13223 1.28134 1.99076
O 2.94468 2.16543 2.53051
C 4.00644 2.80575 1.82297
C 4.79522 3.77161 2.66111
C 0.93612 0.87697 2.89386
H 3.41300 3.29097 0.96543
H 4.81587 2.24570 1.24738
H 5.59246 4.23218 1.98227
H 5.14969 3.13154 3.65263
H 4.25598 4.56341 2.94863
H -0.02014 0.78323 2.16089
H 0.88443 1.72113 3.59923
H 0.99732 0.04614 3.46201
O 1.14557 -4.22305 -1.16967
C 1.26497 -3.33849 -0.35252
O 1.76655 -2.04012 -0.55171
C 2.20613 -1.65386 -1.78637
C 2.91088 -0.23686 -1.67228
C 0.79193 -3.65394 1.08735
H 1.32609 -1.48555 -2.45781
H 2.64276 -2.28254 -2.48415
H 3.70442 -0.21427 -0.77369
H 2.02996 0.33743 -1.25582
H 3.36993 0.15497 -2.60038
H 0.25171 -2.94277 1.54795
H 1.89136 -3.96219 1.71615
H 0.03548 -4.44010 1.20595
C -3.82823 -1.76078 -2.40002
C -2.68858 -2.31918 -1.66885
O -1.50132 -1.77407 -1.69458
C -3.05276 -3.62032 -0.76094
H -4.11693 -2.17403 -3.41837
H -3.56475 -0.75246 -2.80149
H -4.77469 -1.85409 -2.03171
H -3.83405 -3.15856 -0.08398
H -2.33853 -4.07205 -0.13329
H -3.47155 -4.42557 -1.52100
*
```

Record 2
DFT (ωB97M-V with the def2-TZVPD basis set) results for a single C5H7N molecule at a distorted geometry.

* HOMO: -9.567 eV
* calculated total energy: -249.342952 hartree
* orbital gap: 10.76 eV
* energy relative to the best compared isomer or geometry (same formula, charge and spin): 81.8 kcal/mol
* SMILES: C=N[C@@H]1CC1=C

Geometry as ORCA input:
```
! wB97M-V def2-TZVPD RIJCOSX def2/J DEFGRID3
* xyz 0 1
C -2.21429 -0.61540 -0.03612
N -1.27713 0.08009 -0.45668
C -0.25287 0.54382 0.41470
C 0.77327 1.48971 -0.24722
C 1.08821 0.08796 0.05182
C 1.64220 -1.05951 -0.12887
H -2.99839 -1.03398 -0.72965
H -2.12932 -0.80955 0.99270
H -0.36677 0.49859 1.57146
H 1.32017 2.27693 0.21022
H 0.46854 1.64720 -1.38274
H 1.33810 -2.01004 0.31516
H 2.60827 -1.09582 -0.57479
*
```

Record 3
DFT (ωB97M-V with the def2-TZVPD basis set) results for 5 unconnected molecules or ions with the total composition C13H35NO5 at a distorted geometry.

* HOMO: -8.649 eV
* calculated total energy: -947.149691 hartree
* orbital gap: 9.09 eV
* energy relative to the best compared isomer or geometry (same formula, charge and spin): 1.8 kcal/mol
* SMILES: CC1(C)CCCC(C)(C)N1O.CO.CO.CO.CO

Geometry as ORCA input:
```
! wB97M-V def2-TZVPD RIJCOSX def2/J DEFGRID3
* xyz 0 1
C -0.58221 -1.05071 -0.20131
C -1.98518 -1.37314 -0.72702
C -2.95832 -0.35044 -0.15645
C -2.02936 -1.24444 -2.25062
C -1.27258 -2.33226 -2.99531
C -1.62303 -3.74327 -2.48730
C -1.77496 -3.87417 -0.97801
C -2.69216 -5.08370 -0.71851
C -0.40967 -4.20040 -0.34276
N -2.45032 -2.71839 -0.39447
O -2.44457 -2.89442 1.02440
H 0.20282 -1.13682 -0.95179
H -0.51724 -0.02577 0.18047
H -0.37071 -1.65976 0.67833
H -3.99149 -0.61144 -0.40589
H -2.92516 -0.34622 0.93832
H -2.70007 0.63986 -0.52312
H -3.08189 -1.25018 -2.55030
H -1.59409 -0.26454 -2.46492
H -1.49208 -2.22757 -4.05752
H -0.19524 -2.18319 -2.86560
H -0.81227 -4.41273 -2.77257
H -2.52917 -4.08907 -2.98865
H -3.67373 -4.87623 -1.14811
H -2.87460 -5.17573 0.35705
H -2.27116 -6.03478 -1.03657
H -0.53225 -4.36673 0.73001
H 0.34791 -3.45150 -0.55428
H -0.06973 -5.17758 -0.69778
H -3.29352 -2.52871 1.29097
C 2.28381 1.18799 -0.29838
O 3.06472 2.32012 0.01189
H 1.25006 1.50700 -0.37294
H 2.63512 0.63201 -1.17680
H 2.33592 0.40722 0.47595
H 3.83339 2.03123 0.51286
C 2.17804 5.47484 0.62790
O 1.64516 6.57753 1.33089
H 1.53625 5.14976 -0.19780
H 3.15664 5.74319 0.23960
H 2.30493 4.59850 1.27656
H 0.80945 6.30822 1.72515
C 5.39663 2.71713 2.64519
O 4.21923 1.95962 2.82876
H 6.24048 2.03668 2.59429
H 5.34942 3.35242 1.74958
H 5.57559 3.41882 3.47294
H 3.47279 2.56597 2.83709
C -0.69669 3.21043 1.14228
O -0.86289 4.24980 2.08850
H -1.07548 2.25393 1.52098
H -1.21831 3.44717 0.21350
H 0.35918 3.02536 0.91982
H -1.19743 3.86909 2.90153
*
```

> Which value of HOMO does entry 3 give?

-8.649 eV

> The highest calculated total energy belongs to which entry?

C5H7N

> Among the records above, which one has the lowest HOMO?

C5H7N

> Number 1 is which compound?

C15H34NO11P